(1)
Molecular formula: C7H11N
Method: DFT, the ωB97M-V functional and the def2-TZVPD basis

Cartesian coordinates (Å):
C 1.282 -0.869 0.047
C 0.836 0.343 0.901
C 0.710 1.355 -0.284
C -1.287 0.793 -0.010
C -0.673 -0.019 0.973
C -1.037 -1.231 0.009
C 0.171 -0.693 -0.938
H 1.485 -1.731 0.297
H 2.165 -0.665 -0.580
H 1.407 0.760 1.695
H 0.626 2.378 -0.029
H 1.740 1.273 -0.648
H -2.133 0.199 -0.570
H -1.810 1.934 0.190
H -1.234 0.001 1.978
H -1.961 -1.363 -0.367
H -0.303 -2.053 0.285
H 0.322 -1.135 -1.832
N -0.308 0.722 -1.116

Calculated values
Energy above the lowest of the compared OMol25 structures with the same formula, charge and spin = 617.53 kJ/mol
Total charge = 0
Spin multiplicity = 1
HOMO-LUMO gap = 10.3788 eV
Electronic energy = -327.85277 a.u.
LUMO level = 1.07 eV

=====

(2)
Molecular formula: C4H8OSSi
Method: DFT, the ωB97M-V functional and the def2-TZVPD basis

Cartesian coordinates (Å):
C 2.540 -0.074 0.309
C 2.528 -1.046 -0.549
C -1.881 0.441 1.362
C -0.848 0.613 -1.268
O -0.385 -2.160 0.230
Si -1.003 -0.771 0.172
S 2.596 1.155 1.279
H 3.377 -1.662 -0.840
H 1.602 -1.303 -1.017
H -1.491 1.439 1.224
H -2.959 0.398 1.171
H -1.711 0.170 2.400
H -0.700 0.294 -2.308
H -1.731 1.317 -1.146
H 0.066 1.190 -1.019

Calculated values
Energy above the lowest of the compared OMol25 structures with the same formula, charge and spin = 191.93 kJ/mol
Total charge = 0
Spin multiplicity = 1
HOMO-LUMO gap = 8.4513 eV
Electronic energy = -920.07713 a.u.
LUMO level = -0.19 eV
SMILES = C[Si](C)=O.C=C=S